Entry 1:
A molecular structure, C33H26F6NORuSb, computed with ωB97M-V with the def2-TZVPD basis set.

Geometry as ORCA input:
```
! RIJCOSX wB97M-V def2-TZVPD def2/J DEFGRID3
* xyz 2 5
Ru 1.458 -0.513 0.142
C 0.844 3.660 1.699
C 0.873 3.428 3.069
C 0.901 2.127 3.544
C 0.880 1.078 2.638
N 0.812 1.315 1.315
C 0.818 2.572 0.853
C 1.023 -0.350 2.988
C 0.938 -0.820 4.293
C 1.180 -2.157 4.574
C 1.524 -3.038 3.556
C 1.602 -2.590 2.247
C 1.335 -1.252 1.951
H 0.856 4.663 1.297
H 0.897 4.257 3.763
H 0.976 1.937 4.604
H 0.818 2.687 -0.225
H 0.691 -0.146 5.102
H 1.113 -2.506 5.595
H 1.738 -4.073 3.788
H 1.895 -3.276 1.461
C -5.961 -2.353 0.204
C -4.780 -3.024 0.506
C -3.579 -2.339 0.512
C -3.571 -0.982 0.172
C -4.762 -0.291 -0.078
C -5.955 -0.995 -0.084
Sb -1.810 0.112 0.074
C -2.267 1.703 -1.186
C -2.825 1.389 -2.430
C -3.192 2.418 -3.284
C -3.014 3.740 -2.898
C -2.482 4.046 -1.654
C -2.105 3.027 -0.790
C -0.463 -1.133 -1.036
C -0.172 -0.806 -2.376
C 0.425 -1.749 -3.192
C 0.755 -3.010 -2.702
C 0.497 -3.339 -1.382
C -0.116 -2.408 -0.543
H -6.898 -2.893 0.210
H -4.803 -4.079 0.742
H -2.668 -2.866 0.762
H -4.764 0.770 -0.290
H -6.881 -0.483 -0.305
H -2.996 0.362 -2.730
H -3.628 2.187 -4.246
H -3.306 4.537 -3.567
H -2.368 5.078 -1.352
H -1.712 3.276 0.188
H -0.396 0.178 -2.767
H 0.645 -1.497 -4.221
H 1.221 -3.734 -3.357
H 0.749 -4.320 -1.001
H -0.392 -2.699 0.463
C 5.387 0.990 -0.226
C 4.091 0.363 -0.719
O 3.152 0.323 0.323
C 3.458 1.226 -1.834
F 3.524 2.521 -1.538
F 3.988 1.029 -3.030
F 2.108 0.937 -1.941
C 4.360 -1.067 -1.228
F 4.562 -1.889 -0.197
F 3.273 -1.543 -1.901
F 5.402 -1.131 -2.042
H 5.167 1.949 0.234
H 6.095 1.133 -1.040
H 5.836 0.338 0.522
*
```

Its highest occupied orbital energy (spin up / spin down) is -14.119 / -14.422 eV. The value obtained for the orbital gap (spin up / spin down) is 7.98 / 5.45 eV.

Electronic structure analysis, natural (NBO) charges in units of e: Ru 1.127; C -0.240; C -0.107; C -0.215; C 0.196; N -0.515; C 0.050; C -0.034; C -0.200; C -0.146; C -0.184; C -0.226; C -0.119; H 0.250; H 0.249; H 0.244; H 0.225; H 0.230; H 0.242; H 0.243; H 0.228; C -0.133; C -0.180; C -0.241; C -0.318; C -0.234; C -0.191; Sb 1.657; C -0.464; C -0.171; C -0.196; C -0.161; C -0.180; C -0.224; C -0.549; C -0.136; C -0.184; C -0.135; C -0.164; C -0.271; H 0.245; H 0.242; H 0.217; H 0.235; H 0.246; H 0.218; H 0.242; H 0.245; H 0.240; H 0.226; H 0.239; H 0.253; H 0.254; H 0.250; H 0.254; C -0.632; C 0.077; O -0.674; C 0.967; F -0.299; F -0.287; F -0.357; C 0.960; F -0.302; F -0.342; F -0.286; H 0.246; H 0.249; H 0.249

---

Entry 2:
A molecular structure, C33H27AsNO5PPd, computed with ωB97M-V with the def2-TZVPD basis set.

Geometry as ORCA input:
```
! RIJCOSX wB97M-V def2-TZVPD def2/J DEFGRID3
* xyz 0 1
Pd -0.866 0.308 -2.920
O -0.708 2.454 -8.464
C -0.796 2.025 -7.189
C -0.644 2.893 -6.104
C -0.761 2.360 -4.838
N -1.038 1.074 -4.705
C -1.111 0.201 -5.705
C -1.009 0.654 -6.998
C -1.210 -1.252 -5.218
O -1.175 -2.151 -6.022
O -1.330 -1.379 -3.919
C -0.518 3.062 -3.495
O -0.204 4.231 -3.492
O -0.679 2.296 -2.453
H -0.555 3.405 -8.487
H -0.417 3.944 -6.230
H -1.060 -0.025 -7.837
C -1.412 0.133 0.575
C -1.118 -0.571 1.895
As -1.612 0.589 3.419
C -0.246 1.939 3.050
C -0.655 3.194 2.611
C 0.281 4.159 2.257
C 1.634 3.875 2.352
C 2.051 2.626 2.796
C 1.116 1.661 3.136
C -0.657 -0.380 4.821
C -0.395 -1.744 4.747
C 0.246 -2.397 5.793
C 0.630 -1.694 6.923
C 0.367 -0.332 7.008
C -0.277 0.317 5.966
P -0.574 -0.625 -0.859
C 1.179 -0.402 -0.422
C 2.010 -1.386 0.105
C 3.330 -1.091 0.418
C 3.827 0.188 0.215
C 2.997 1.179 -0.289
C 1.680 0.890 -0.605
C -0.979 -2.385 -0.851
C -0.155 -3.332 -1.454
C -0.565 -4.652 -1.553
C -1.804 -5.039 -1.066
C -2.646 -4.095 -0.496
C -2.239 -2.775 -0.397
H -1.041 1.163 0.578
H -2.484 0.196 0.373
H -0.055 -0.808 1.986
H -1.680 -1.503 1.963
H -1.713 3.422 2.541
H -0.048 5.129 1.908
H 2.365 4.626 2.079
H 3.107 2.399 2.867
H 1.451 0.687 3.478
H -0.683 -2.313 3.871
H 0.446 -3.459 5.720
H 1.131 -2.202 7.736
H 0.663 0.224 7.888
H -0.473 1.381 6.040
H 1.630 -2.379 0.304
H 3.967 -1.865 0.826
H 4.859 0.411 0.454
H 3.371 2.184 -0.439
H 1.045 1.669 -1.014
H 0.789 -3.037 -1.893
H 0.081 -5.376 -2.032
H -2.121 -6.070 -1.148
H -3.625 -4.384 -0.136
H -2.915 -2.045 0.032
*
```

Its highest occupied orbital energy is -8.676 eV. The value obtained for the orbital gap is 8.76 eV.

Electronic structure analysis, natural (NBO) charges in units of e: Pd 0.769; O -0.639; C 0.360; C -0.294; C 0.138; N -0.456; C 0.123; C -0.258; C 0.745; O -0.593; O -0.720; C 0.748; O -0.604; O -0.738; H 0.488; H 0.246; H 0.261; C -0.732; C -0.731; As 0.920; C -0.351; C -0.232; C -0.194; C -0.210; C -0.225; C -0.166; C -0.339; C -0.175; C -0.225; C -0.212; C -0.203; C -0.223; P 1.040; C -0.277; C -0.227; C -0.213; C -0.201; C -0.192; C -0.232; C -0.283; C -0.211; C -0.189; C -0.193; C -0.209; C -0.211; H 0.265; H 0.246; H 0.227; H 0.228; H 0.218; H 0.218; H 0.215; H 0.215; H 0.211; H 0.202; H 0.213; H 0.215; H 0.215; H 0.217; H 0.222; H 0.217; H 0.216; H 0.221; H 0.252; H 0.225; H 0.219; H 0.218; H 0.218; H 0.210

---

Entry 3:
A molecular structure, C33H27BIrN3O2S5Te in a non-equilibrium geometry, computed with ωB97M-V with the def2-TZVPD basis set.

Geometry as ORCA input:
```
! RIJCOSX wB97M-V def2-TZVPD def2/J DEFGRID3
* xyz -2 5
Ir 12.514 13.856 12.175
S 17.209 8.437 11.517
C 16.038 9.587 11.576
S 14.923 10.185 10.361
C 14.208 11.415 11.342
C 14.805 11.660 12.580
S 14.278 13.155 13.335
S 15.916 10.376 13.096
S 12.852 12.206 10.584
C 9.741 11.485 15.320
C 9.641 11.029 13.969
C 10.322 11.779 12.979
C 11.133 12.882 13.389
C 11.106 13.329 14.676
C 10.413 12.657 15.676
H 9.245 10.917 16.094
H 9.034 10.104 13.756
H 10.291 11.545 11.936
H 11.669 14.218 15.054
H 10.408 12.977 16.705
C 5.991 7.568 10.505
Te 6.290 9.599 11.255
C 7.862 9.682 9.687
C 7.623 8.555 8.807
C 8.196 8.601 7.506
C 7.746 7.667 6.581
C 6.802 6.670 6.864
C 6.299 6.611 8.182
C 6.688 7.546 9.182
H 4.877 7.335 10.500
H 6.467 6.927 11.241
H 8.802 9.631 10.211
H 7.794 10.716 9.284
H 8.916 9.315 7.254
H 8.216 7.786 5.646
H 6.391 5.949 6.178
H 5.664 5.835 8.591
O 13.327 15.803 9.416
C 13.618 16.196 10.520
N 14.096 17.475 10.803
C 13.795 17.865 12.149
C 13.652 16.487 12.830
O 13.628 16.226 14.027
N 13.374 15.587 11.810
C 14.836 18.692 12.822
C 14.595 19.919 13.393
C 15.618 20.748 13.821
C 16.949 20.264 13.799
C 17.219 18.975 13.416
C 16.148 18.201 13.017
C 12.354 18.340 12.265
C 11.592 18.537 11.109
C 10.236 18.680 11.233
C 9.624 18.803 12.434
C 10.387 18.604 13.601
C 11.737 18.398 13.526
H 14.374 18.075 10.050
H 13.570 20.275 13.555
H 15.469 21.744 14.080
H 17.768 20.916 14.137
H 18.247 18.569 13.525
H 16.415 17.133 12.837
H 12.065 18.773 10.161
H 9.699 18.926 10.322
H 8.576 19.089 12.542
H 9.914 18.748 14.607
H 12.328 18.247 14.465
B 8.989 15.962 9.817
C 9.972 15.197 10.684
N 10.846 14.603 11.166
H 8.563 15.200 9.074
H 9.522 16.846 9.200
H 8.097 16.405 10.483
*
```

Its highest occupied orbital energy (spin up / spin down) is -0.140 / -2.463 eV. The value obtained for the orbital gap (spin up / spin down) is 3.28 / 5.34 eV.

Electronic structure analysis, Mulliken charges in units of e: Ir 1.168; S -0.494; C 0.074; S -0.137; C -0.097; C 0.368; S -0.461; S -0.201; S -0.497; C -0.343; C -0.511; C -0.090; C -0.298; C 0.279; C -0.692; H 0.327; H 0.239; H 0.319; H 0.152; H 0.392; C -1.052; Te 0.082; C -1.067; C 0.920; C -0.934; C -0.231; C -0.865; C -0.451; C 0.166; H 0.393; H 0.374; H 0.417; H 0.537; H 0.555; H 0.384; H 0.378; H 0.385; O -0.629; C -0.177; N -0.078; C 2.981; C -0.107; O -0.725; N -0.376; C -0.096; C 0.028; C -1.105; C -0.111; C -0.870; C -0.375; C -0.465; C -0.033; C -0.984; C -0.502; C -0.832; C 0.095; H 0.255; H 0.379; H 0.474; H 0.319; H 0.326; H 0.326; H 0.240; H 0.359; H 0.402; H 0.287; H 0.358; B 0.239; C -0.135; N -0.463; H -0.194; H -0.127; H -0.171

---

So what do the calculations give for ΔE to the lowest compared entry with this formula, charge and spin? Going down the list: 47.2, 5.4, 0.0 kJ/mol.